ORCA calculation (wB97M-V/def2-TZVPD) on a structure of composition CH13N3O4 at a distorted geometry.

Each line ends with the Löwdin charge.
Element x y z (Å)
O1 -2.2513 -2.3792 0.6486  -0.058
O2 -0.1806 2.9194 -1.7464  -0.278
O3 -1.4031 0.5927 -1.2786  -0.070
O4 1.6142 2.2755 -0.2745  -0.268
N1 1.1193 -0.3134 -0.1915  0.174
N2 0.7365 -2.3340 0.9024  0.121
N3 -0.7493 -0.4937 1.2874  0.259
C1 0.4856 -0.8965 0.8345  -0.615
H1 -1.8145 -1.5784 1.0095  -0.043
H2 -0.0841 -2.8092 0.5182  0.078
H3 0.8286 2.7193 -1.0889  -0.030
H4 0.8103 -2.5567 1.8903  0.096
H5 1.4844 0.6787 -0.2009  0.059
H6 -0.0835 3.7817 -2.1709  -0.004
H7 1.5338 -0.9734 -0.8345  0.135
H8 0.9618 -0.4299 1.7842  0.279
H9 -2.8379 -2.6112 1.3849  0.062
H10 -1.0256 1.5037 -1.4387  0.006
H11 -0.6258 0.0406 -1.2007  -0.010
H12 2.5094 2.5792 -0.4696  0.004
H13 -1.0283 0.2848 0.6353  0.102

Results
Energy relative to the best compared isomer or geometry (same formula, charge and spin) (eV): 6.7649
HOMO energy (Ha): -0.324
LUMO level (eV): -4.244
Charge: 0



ORCA calculation (wB97M-V/def2-TZVPD) on an isolated molecule of C8H13IN4 at a distorted geometry.

Each line ends with the Löwdin charge.
Element x y z (Å)
I1 -2.6528 -1.4889 -0.1690  0.834
N1 -2.0995 3.0378 0.0807  0.061
N2 -1.7696 2.7749 1.3376  -0.040
N3 -0.8567 1.2820 0.1737  -0.080
N4 -1.0381 1.7467 1.4174  0.048
C1 1.3675 0.3681 0.4447  -0.141
C2 0.2242 -2.3290 0.4107  -0.273
C3 -0.6476 -1.1022 0.6041  -0.658
C4 -1.5383 2.1116 -0.6600  -0.373
C5 -0.0506 0.1198 -0.0865  -0.353
C6 1.6268 -2.0639 0.9538  -0.198
C7 -1.6213 1.9714 -2.1264  -0.017
C8 2.2449 -0.8621 0.2483  -0.195
H1 1.7956 1.2299 -0.0723  0.123
H2 2.3466 -1.0757 -0.8186  0.117
H3 -0.6282 2.0137 -2.5733  0.085
H4 3.2409 -0.6643 0.6460  0.113
H5 -0.2206 -3.1837 0.9237  0.105
H6 -2.2246 2.7843 -2.5179  0.085
H7 1.5732 -1.8690 2.0269  0.119
H8 -0.0239 -0.0371 -1.1712  0.148
H9 -2.0883 1.0232 -2.3911  0.059
H10 1.2969 0.6137 1.5065  0.119
H11 -0.7889 -0.8801 1.6628  0.088
H12 0.2864 -2.5721 -0.6535  0.111
H13 2.2459 -2.9491 0.8027  0.113

Results
HOMO energy (Ha): -0.356
LUMO level (eV): 0.308
Charge: 0



ORCA calculation (wB97M-V/def2-TZVPD) on an isolated molecule of C4H11N3 at a distorted geometry.

Each line ends with the Löwdin charge.
Element x y z (Å)
N1 -0.1952 0.8104 -0.4080  0.019
N2 -2.1717 -0.3003 -1.1399  0.102
N3 -2.1930 1.8999 -0.2531  0.069
C1 -1.5261 0.8857 -0.6722  -0.576
C2 0.6708 -0.3552 -0.5942  -0.217
C3 1.4837 -0.6205 1.7984  -0.117
C4 1.8588 -0.4307 0.3276  -0.259
H1 0.0683 1.7908 -0.3493  0.139
H2 0.8637 -0.4413 -1.6671  0.111
H3 2.5333 0.4496 0.3070  0.112
H4 0.8010 0.1763 2.1384  0.077
H5 -3.1725 1.7212 -0.0904  0.023
H6 2.3666 -0.7924 2.4189  0.070
H7 2.4964 -1.2700 0.0408  0.105
H8 -0.0439 -1.1616 -0.3340  0.116
H9 0.8487 -1.5205 1.8824  0.074
H10 -1.6409 -0.8069 -1.8372  0.070
H11 -3.0480 -0.0345 -1.5681  0.081

Results
Energy relative to the best compared isomer or geometry (same formula, charge and spin) (eV): 1.2430
HOMO energy (Ha): -0.305
LUMO level (eV): 0.881
Charge: 0



What did the first record say?
ORCA calculation (wB97M-V/def2-TZVPD) on a structure of composition CH13N3O4 at a distorted geometry.

Each line ends with the Löwdin charge.
Element x y z (Å)
O1 -2.2513 -2.3792 0.6486  -0.058
O2 -0.1806 2.9194 -1.7464  -0.278
O3 -1.4031 0.5927 -1.2786  -0.070
O4 1.6142 2.2755 -0.2745  -0.268
N1 1.1193 -0.3134 -0.1915  0.174
N2 0.7365 -2.3340 0.9024  0.121
N3 -0.7493 -0.4937 1.2874  0.259
C1 0.4856 -0.8965 0.8345  -0.615
H1 -1.8145 -1.5784 1.0095  -0.043
H2 -0.0841 -2.8092 0.5182  0.078
H3 0.8286 2.7193 -1.0889  -0.030
H4 0.8103 -2.5567 1.8903  0.096
H5 1.4844 0.6787 -0.2009  0.059
H6 -0.0835 3.7817 -2.1709  -0.004
H7 1.5338 -0.9734 -0.8345  0.135
H8 0.9618 -0.4299 1.7842  0.279
H9 -2.8379 -2.6112 1.3849  0.062
H10 -1.0256 1.5037 -1.4387  0.006
H11 -0.6258 0.0406 -1.2007  -0.010
H12 2.5094 2.5792 -0.4696  0.004
H13 -1.0283 0.2848 0.6353  0.102

Results
Energy relative to the best compared isomer or geometry (same formula, charge and spin) (eV): 6.7649
HOMO energy (Ha): -0.324
LUMO level (eV): -4.244
Charge: 0